Model P:
15
Properties=species:S:1:pos:R:3:mulliken_charge:R:1 method="wB97M-V/def2-TZVPD" orbital_gap_ev=9.0 total_charge=0 e_lumo_ev=0.48 smiles="C=CN.CSS"
S 0.485 0.592 -2.108 -0.0523
S 2.025 -0.728 -1.667 -0.1958
N -0.160 -1.012 2.003 -0.4795
C -1.709 -0.318 0.269 -0.5219
C -1.247 -1.227 1.108 -0.0670
C 1.047 2.048 -1.157 -0.7778
H 0.425 2.293 -0.299 0.2884
H -1.284 0.658 0.091 0.1501
H -1.822 -2.145 1.227 0.3144
H 1.996 1.764 -0.725 0.2955
H 1.264 -1.717 -1.170 0.1280
H 1.138 2.869 -1.852 0.3036
H -2.549 -0.553 -0.384 0.2078
H 0.720 -1.375 1.680 0.1972
H -0.329 -1.149 2.983 0.2092

=====

Model Q:
15
Properties=species:S:1:pos:R:3:mulliken_charge:R:1 method="wB97M-V/def2-TZVPD" orbital_gap_ev=8.8 total_charge=0 e_lumo_ev=0.38 smiles="C=CN.CSS"
S 0.942 1.134 -1.728 -0.2350
S 2.119 -0.392 -1.810 0.0014
N -2.306 0.698 1.639 -0.4129
C 1.833 -1.177 -0.173 -0.7422
C -2.617 -0.467 2.374 0.1454
C -3.222 -0.429 3.557 -0.8043
H 2.442 -0.717 0.573 0.3136
H -2.499 1.634 1.946 0.1970
H -3.218 -1.277 4.234 0.2232
H 2.225 -2.169 -0.190 0.3039
H 0.764 -1.186 -0.095 0.2234
H -0.294 1.320 -2.307 0.1321
H -2.403 0.508 0.653 0.1889
H -3.783 0.415 3.925 0.2316
H -2.073 -1.337 2.026 0.2339

=====

Model R:
15
Properties=species:S:1:pos:R:3:mulliken_charge:R:1 method="wB97M-V/def2-TZVPD" orbital_gap_ev=4.8 total_charge=0 e_lumo_ev=-3.65
S 3.317 -0.358 -0.151 -0.1641
S -2.212 -0.857 -0.243 -0.2264
N 0.404 0.759 0.012 -0.3696
C -1.027 -0.797 1.041 -0.1601
C 0.302 -0.661 0.305 -0.3542
C 0.008 0.998 -1.437 -0.7144
H -1.039 -1.717 1.622 0.3455
H 1.422 -0.811 0.753 -0.0064
H 0.205 -1.297 -0.533 0.5313
H -0.984 0.607 -1.723 0.2255
H -1.242 0.081 1.747 -0.5037
H 0.799 0.323 -1.916 0.3127
H 1.417 0.930 -0.046 0.2481
H 0.131 2.050 -1.600 0.2921
H -1.502 0.751 2.170 0.5436

=====

Pick model P: it beats the second-best structure by 15.7 kcal/mol.

=====

Model P:
15
Properties=species:S:1:pos:R:3:mulliken_charge:R:1 method="wB97M-V/def2-TZVPD" orbital_gap_ev=8.7 total_charge=0 e_lumo_ev=0.47 smiles=CNCCSS
S -2.056 -1.294 -0.693 -0.1935
S -1.237 -0.285 0.905 -0.0350
N 2.116 1.306 -0.697 -0.3735
C 0.865 1.279 0.034 -0.6190
C 0.588 -0.068 0.742 -0.5830
C 3.286 0.747 -0.039 -0.8753
H 2.013 0.772 -1.556 0.2666
H 0.961 -0.076 1.762 0.3473
H -1.280 -0.996 -1.748 0.1253
H 4.214 1.184 -0.412 0.3077
H 0.056 1.542 -0.638 0.4373
H 0.913 2.040 0.806 0.2818
H 3.274 0.816 1.044 0.2939
H 0.963 -0.888 0.131 0.3292
H 3.489 -0.300 -0.309 0.2901

=====

Model Q:
15
Properties=species:S:1:pos:R:3:mulliken_charge:R:1 method="wB97M-V/def2-TZVPD" orbital_gap_ev=8.8 total_charge=0 e_lumo_ev=0.29 smiles=NCCCSS
S 1.500 3.435 -0.727 -0.2212
S -0.383 2.405 -0.847 -0.0920
N -0.444 -2.515 1.077 -0.6393
C -0.042 -1.120 0.752 -0.6596
C -0.631 -0.538 -0.487 -0.3870
C 0.233 0.639 -1.074 -0.6438
H -1.685 -0.078 -0.290 0.2902
H -1.434 -2.507 1.227 0.2395
H 0.941 4.221 0.287 0.1700
H 0.596 0.697 -2.223 0.3583
H -0.795 -1.328 -1.173 0.3484
H 1.118 -1.120 0.613 0.2741
H 1.231 0.651 -0.541 0.3235
H -0.122 -0.354 1.427 0.3770
H -0.083 -2.486 1.980 0.2619

=====

Pick model P: it beats the second-best structure by 14.8 kcal/mol.

=====

Model P:
18
Properties=species:S:1:pos:R:3:mulliken_charge:R:1 method="wB97M-V/def2-TZVPD" orbital_gap_ev=8.6 total_charge=0 e_lumo_ev=1.05 smiles="C/C=C/C=C/N.O"
O -0.332 -2.532 -0.655 -0.6413
N -3.215 0.470 -0.008 -0.4856
C -0.830 0.502 -0.272 -0.4538
C -1.923 0.620 0.487 0.1596
C 3.000 0.384 0.233 -1.1564
C 0.510 0.447 0.301 -0.7186
C 1.644 0.327 -0.383 0.2473
H 3.565 1.179 -0.258 0.3002
H -1.894 0.848 1.543 0.3361
H 1.584 0.281 -1.465 0.3467
H -3.953 1.029 0.380 0.2169
H -0.959 -3.158 -0.289 0.3066
H -3.273 0.358 -1.009 0.2102
H 0.581 0.784 1.332 0.2097
H -0.915 0.274 -1.334 0.1616
H 3.580 -0.528 0.075 0.2810
H -0.128 -1.880 0.025 0.3572
H 2.958 0.594 1.298 0.3227

=====

Model Q:
18
Properties=species:S:1:pos:R:3:mulliken_charge:R:1 method="wB97M-V/def2-TZVPD" orbital_gap_ev=9.3 total_charge=0 e_lumo_ev=0.16 smiles="C=C(C)C.CN=O"
O 0.459 -0.896 3.266 -0.2790
N 0.565 0.279 3.520 0.0203
C 0.141 -0.574 -1.730 0.9201
C -0.189 -1.855 -1.888 -0.9232
C -0.875 0.518 -1.891 -1.1502
C -0.670 1.068 3.778 -0.5956
C 1.569 -0.118 -1.676 -1.1714
H 1.734 0.445 -0.757 0.2793
H -0.997 1.047 -0.945 0.2457
H -0.489 2.043 3.325 0.2366
H -1.605 0.584 3.483 0.3419
H -1.176 -2.157 -2.201 0.2737
H 1.807 0.540 -2.512 0.3015
H -0.583 1.239 -2.654 0.3046
H 2.256 -0.960 -1.713 0.3261
H -0.674 1.286 4.847 0.2739
H -1.836 0.125 -2.214 0.3248
H 0.562 -2.614 -2.039 0.2707

=====

Pick model P: it beats the second-best structure by 55.0 kcal/mol.

=====

Model P:
18
Properties=species:S:1:pos:R:3:mulliken_charge:R:1 method="wB97M-V/def2-TZVPD" orbital_gap_ev="7.0 / 6.9" total_charge=0 e_lumo_ev="-0.16 / -0.16"
O 1.046 0.891 1.623 -0.7280
N 1.520 -0.660 -0.008 0.0667
C -0.747 -0.146 0.421 0.3891
C 2.599 -0.045 -0.327 -0.4412
C -1.749 0.891 0.837 -1.3559
C 0.536 0.051 0.869 0.5787
C -1.280 -1.299 -0.383 -1.2978
H 1.227 -1.469 -0.541 0.2115
H -1.234 1.809 1.134 0.3111
H 0.290 1.195 -1.167 -0.1464
H 2.819 0.854 0.242 0.3523
H 0.922 1.487 -1.458 0.1603
H -0.555 -2.082 -0.634 0.3383
H 3.208 -0.392 -1.153 0.2639
H -2.435 1.125 0.012 0.3641
H -2.079 -1.805 0.174 0.3088
H -2.359 0.561 1.687 0.3420
H -1.729 -0.967 -1.329 0.2823

=====

Model Q:
18
Properties=species:S:1:pos:R:3:mulliken_charge:R:1 method="wB97M-V/def2-TZVPD" orbital_gap_ev=10.6 total_charge=0 e_lumo_ev=1.11 smiles=CCN1C[C@H]1CO
O -1.416 2.115 0.614 -0.5459
N 0.504 0.142 0.351 -0.3215
C -0.878 -0.234 0.525 0.1320
C 0.082 -0.340 1.652 -0.4433
C 1.325 -0.219 -1.904 -1.1331
C -1.941 0.816 0.470 -0.6559
C 1.396 -0.673 -0.455 -0.4108
H 1.970 -0.830 -2.542 0.3815
H -2.578 0.800 -0.421 0.3032
H 1.126 -1.738 -0.367 0.3203
H -0.444 2.034 0.531 0.3853
H -2.613 0.337 1.240 0.2581
H 0.356 -1.364 1.912 0.2865
H -1.344 -1.180 0.249 0.3277
H 1.633 0.828 -1.995 0.2934
H 0.298 -0.300 -2.274 0.2946
H 2.417 -0.560 -0.066 0.3098
H 0.106 0.366 2.481 0.2180

=====

Model R:
18
Properties=species:S:1:pos:R:3:mulliken_charge:R:1 method="wB97M-V/def2-TZVPD" orbital_gap_ev=10.3 total_charge=0 e_lumo_ev=0.86 smiles="CCC[C@H](N)C=O"
O -1.612 -1.398 2.635 -0.4641
N 0.774 -1.196 0.873 -0.6186
C 0.507 0.543 -1.366 -0.4263
C -0.712 0.054 -0.629 -0.9837
C -1.577 -1.215 1.449 -0.3205
C 1.182 1.751 -0.707 -1.1114
C -0.473 -0.405 0.807 0.5250
H 1.919 1.369 0.006 0.2711
H 0.835 -1.598 1.802 0.2853
H -2.334 -1.697 0.797 0.3325
H 0.235 0.734 -2.405 0.3960
H -1.411 0.904 -0.701 0.3144
H 0.447 2.387 -0.223 0.2985
H 1.845 2.247 -1.416 0.3694
H 0.737 -1.978 0.227 0.2190
H -1.307 -0.716 -1.138 0.4135
H -0.313 0.454 1.465 0.2166
H 1.258 -0.240 -1.474 0.2833

=====

Model S:
18
Properties=species:S:1:pos:R:3:mulliken_charge:R:1 method="wB97M-V/def2-TZVPD" orbital_gap_ev=9.5 total_charge=0 e_lumo_ev=0.89
O -1.402 -0.549 2.533 -0.4984
N -0.437 1.025 1.101 -0.4451
C 1.752 0.197 0.365 -1.5235
C -1.196 0.687 2.050 0.0922
C 0.247 0.101 0.275 0.0284
C 0.201 -1.187 -1.908 -1.1639
C -0.414 -0.546 -0.698 0.3058
H 2.227 -0.788 0.402 0.3497
H -1.778 1.435 2.586 0.3927
H 2.038 0.755 1.259 0.3858
H -0.858 -1.150 1.995 0.3864
H -1.054 2.056 -0.671 0.0087
H -1.034 1.740 -1.348 0.0011
H 2.152 0.733 -0.504 0.2981
H 1.292 -1.233 -1.851 0.3441
H -0.052 -0.600 -2.805 0.2559
H -1.502 -0.478 -0.703 0.4648
H -0.183 -2.198 -2.078 0.3173

=====

Pick model R: it beats the second-best structure by 25.0 kcal/mol.

=====

Model P:
12
Properties=species:S:1:pos:R:3:mulliken_charge:R:1 method="wB97M-V/def2-TZVPD" orbital_gap_ev=9.5 total_charge=0 e_lumo_ev=0.98 smiles="CC#CC1=CC1"
C -2.368 -0.491 -0.727 -0.7538
C -1.146 -0.169 -0.314 0.1133
C 0.216 -0.210 -0.453 0.1574
C 1.386 -0.098 -0.316 0.5557
C 2.782 -0.065 0.057 -1.1725
C -2.223 0.345 0.561 -0.5000
H -2.317 0.130 1.643 0.2280
H -2.333 1.459 0.466 0.1374
H 2.825 0.764 0.857 0.2546
H -3.132 -0.848 -1.347 0.4029
H 3.345 0.185 -0.885 0.2964
H 2.966 -1.004 0.457 0.2806

=====

Model Q:
12
Properties=species:S:1:pos:R:3:mulliken_charge:R:1 method="wB97M-V/def2-TZVPD" orbital_gap_ev="8.3 / 7.1" total_charge=0 e_lumo_ev="0.49 / -0.61"
C 1.887 -0.607 -1.189 0.2618
C 3.178 -0.859 -1.318 -0.6997
C -2.655 0.245 0.970 -0.8909
C 0.845 -0.158 -0.584 -0.2439
C -1.692 0.042 -0.077 0.1418
C -0.618 -0.060 -0.694 -0.0788
H -0.655 0.160 -1.719 0.2747
H -3.676 -0.218 0.868 0.2687
H 4.026 -0.310 -1.865 0.2362
H -2.859 1.375 0.836 0.2138
H 3.674 -1.796 -0.800 0.1904
H -2.256 -0.099 1.872 0.3258

=====

Pick model P: it beats the second-best structure by 58.9 kcal/mol.

=====

Model P:
12
Properties=species:S:1:pos:R:3:mulliken_charge:R:1 method="wB97M-V/def2-TZVPD" orbital_gap_ev="8.7 / 8.4" total_charge=0 e_lumo_ev="-0.36 / -0.56"
C 1.545 0.075 1.014 -0.0616
C -1.776 0.801 0.161 -0.6579
C 2.423 -0.550 0.014 -0.1076
C 2.151 0.969 -0.269 -0.8394
C 1.397 -0.396 -0.969 -0.0539
C 0.644 0.353 0.008 -0.1904
H -2.095 0.845 -0.886 0.2980
H -1.672 -0.228 0.656 0.2642
H 1.863 0.644 1.803 0.3244
H 3.289 -1.240 0.196 0.4071
H -1.779 1.600 0.873 0.3029
H 1.201 -0.456 -2.056 0.3141

=====

Model Q:
12
Properties=species:S:1:pos:R:3:mulliken_charge:R:1 method="wB97M-V/def2-TZVPD" orbital_gap_ev=10.0 total_charge=0 e_lumo_ev=0.85 smiles="C=C=C1CC1=C"
C 1.858 0.305 0.025 0.3519
C 0.648 0.038 0.401 -0.0402
C 3.169 0.350 -0.128 -0.7374
C -0.849 0.427 0.065 0.2774
C -0.481 -1.026 0.405 -0.5697
C -2.007 0.955 -0.004 -0.8307
H 3.944 0.112 -1.136 0.2026
H -0.309 -1.743 -0.537 0.1961
H -0.869 -1.505 1.278 0.2778
H -2.205 1.883 -0.159 0.4301
H -2.631 0.026 -0.194 0.2241
H 3.763 0.692 0.755 0.2180

=====

Pick model Q: it beats the second-best structure by 75.1 kcal/mol.

=====

Model P:
12
Properties=species:S:1:pos:R:3:mulliken_charge:R:1 method="wB97M-V/def2-TZVPD" orbital_gap_ev=10.4 total_charge=0 e_lumo_ev=0.42 smiles="N#CC1CC(=O)C1"
O -2.234 0.032 1.098 -0.4863
N 2.198 0.427 1.337 -0.4910
C -0.472 1.009 -0.217 -0.7516
C 0.627 0.007 -0.580 0.3165
C 1.707 0.268 0.305 0.1072
C -1.178 -0.035 0.550 0.4544
C -0.129 -1.234 -0.099 -0.8656
H -1.128 1.320 -1.027 0.2725
H 0.222 -1.729 0.799 0.3255
H 0.928 0.021 -1.602 0.4709
H -0.235 1.897 0.338 0.3540
H -0.307 -1.985 -0.902 0.2934

=====

Model Q:
12
Properties=species:S:1:pos:R:3:mulliken_charge:R:1 method="wB97M-V/def2-TZVPD" orbital_gap_ev="9.0 / 9.0" total_charge=0 e_lumo_ev="-0.06 / -0.06"
O 1.672 1.080 0.408 -0.5581
N 0.273 -1.026 -1.308 -0.4258
C 0.734 0.898 1.133 0.7894
C -0.923 1.256 2.278 -0.1002
C 0.171 -1.375 -2.521 -0.2783
C -0.672 0.500 1.122 -0.2229
C 0.397 0.994 2.615 -0.5601
H -1.804 1.593 2.807 0.3449
H 1.063 -0.388 -1.167 0.2369
H 0.844 -1.052 -3.324 0.2156
H -0.640 -2.048 -2.812 0.2341
H -1.115 -0.430 0.769 0.3245

=====

Pick model P: it beats the second-best structure by 77.2 kcal/mol.

=====

Model P:
17
Properties=species:S:1:pos:R:3:mulliken_charge:R:1 method="wB97M-V/def2-TZVPD" orbital_gap_ev=11.9 total_charge=0 e_lumo_ev=1.29 smiles=CCCCC
C -1.998 1.267 -0.713 -1.2086
C 2.269 -1.152 0.365 -1.0857
C -1.371 0.348 0.286 -0.5449
C 0.183 0.363 0.375 -0.6070
C 0.870 -0.821 -0.278 -0.2738
H -1.696 2.315 -0.706 0.3318
H -1.711 0.985 -1.739 0.2966
H 1.041 -0.663 -1.342 0.2559
H -1.733 0.585 1.289 0.3152
H 0.431 1.366 0.017 0.2605
H -3.085 1.206 -0.677 0.3436
H 0.256 -1.721 -0.191 0.2949
H 2.989 -1.209 -0.456 0.2838
H -1.733 -0.691 0.332 0.3492
H 2.512 -0.271 0.954 0.3468
H 2.338 -2.089 0.899 0.2817
H 0.436 0.322 1.439 0.3599

=====

Model Q:
17
Properties=species:S:1:pos:R:3:mulliken_charge:R:1 method="wB97M-V/def2-TZVPD" orbital_gap_ev=8.6 total_charge=0 e_lumo_ev=0.48
C 1.121 -0.788 0.628 -0.6104
C -2.142 -0.597 0.041 -0.9677
C 2.454 -0.167 0.232 -0.9413
C -1.217 -0.055 -0.986 -0.1764
C -0.927 1.386 -0.785 -0.8762
H 3.154 -0.140 1.074 0.3190
H 0.593 -0.177 1.370 0.2648
H -2.214 -0.059 1.001 0.3002
H -3.124 -0.526 -0.458 0.3748
H -1.649 1.868 -1.467 0.3798
H -1.084 1.808 0.222 0.2767
H 1.243 -1.792 1.048 0.3777
H -1.988 -1.668 0.213 0.3182
H 0.057 1.673 -1.172 0.2922
H 0.483 -0.890 -0.262 0.1504
H 2.318 0.861 -0.122 0.2450
H 2.922 -0.736 -0.578 0.2731

=====

Pick model P: it beats the second-best structure by 73.1 kcal/mol.